C22H28NOSi | ωB97M-V/def2-TZVPD

The geometry in XYZ format:
```
53
Properties=species:S:1:pos:R:3:lowdin_charge:R:1
C -1.843 0.039 3.399 -0.134
Si -2.861 0.644 1.999 0.472
C -3.855 -0.700 1.231 -0.135
C -3.792 2.193 2.366 -0.138
O -1.605 0.906 0.839 0.005
C -1.693 1.147 -0.430 -0.122
C -0.483 1.121 -1.347 -0.170
C -1.163 1.379 -2.683 -0.169
C -2.597 1.768 -2.517 -0.127
C -2.838 1.885 -0.959 -0.067
H -2.493 -0.553 4.049 0.051
H -1.002 -0.568 3.051 0.052
H -1.386 0.858 3.961 0.051
H -4.393 -1.188 2.050 0.056
H -4.569 -0.343 0.486 0.038
H -3.216 -1.440 0.735 0.056
H -4.575 1.890 3.069 0.055
H -3.182 2.963 2.850 0.054
H -4.279 2.660 1.505 0.036
H 0.330 1.837 -0.985 0.215
H -0.492 2.097 -3.154 0.125
H -1.104 0.614 -3.468 0.139
H -2.744 2.765 -2.972 0.127
H -3.319 1.049 -3.008 0.142
H -3.833 1.388 -0.741 0.144
H -2.716 2.944 -0.643 0.172
C 1.623 0.775 -2.886 0.016
C 0.601 0.289 -1.748 -0.277
N 1.517 -0.468 -0.764 0.045
C 1.442 -1.833 -0.417 -0.146
C 0.553 -2.832 -0.844 -0.016
C 0.714 -4.122 -0.282 -0.085
C 1.722 -4.444 0.639 -0.084
C 2.628 -3.453 1.011 -0.012
C 2.493 -2.167 0.487 -0.120
C 3.273 -0.980 0.659 -0.111
C 2.668 0.037 -0.145 -0.172
C 3.305 1.261 -0.252 -0.034
C 4.472 1.472 0.492 -0.084
C 5.078 0.509 1.318 -0.071
C 4.457 -0.742 1.371 -0.010
H 1.074 0.785 -3.846 0.085
H 1.783 1.826 -2.661 0.066
H 2.612 0.234 -2.853 0.125
H 0.014 -0.522 -2.121 0.119
H -0.203 -2.664 -1.612 0.098
H 0.041 -4.925 -0.565 0.099
H 1.787 -5.424 1.107 0.106
H 3.417 -3.570 1.752 0.115
H 2.940 2.045 -0.948 0.102
H 4.981 2.436 0.479 0.104
H 5.941 0.695 1.961 0.109
H 4.773 -1.568 1.986 0.107
```

charge: +1
relative energy (zero: lowest compared OMol25 entry of this formula, charge and spin): 2.0 kcal/mol
E_HOMO: -10.3 eV
spin multiplicity: 1

C22H29BCl4O3 | ωB97M-V/def2-TZVPD

The geometry in XYZ format:
```
59
Properties=species:S:1:pos:R:3:lowdin_charge:R:1
C -0.477 -3.106 -0.790 -0.049
C 0.231 -1.775 -0.778 -0.353
C 1.106 -1.463 -1.815 -0.150
C 1.787 -0.264 -1.818 -0.075
C 1.660 0.692 -0.799 -0.112
C 2.548 1.942 -0.935 -0.317
C 2.174 3.176 -0.116 -0.079
C 2.502 2.400 -2.424 -0.078
C 0.777 0.367 0.236 -0.222
O 0.595 1.233 1.300 -0.106
C -0.503 2.137 1.052 -0.105
B -1.912 1.599 1.446 -0.211
O -3.011 2.483 1.354 0.130
C -3.984 2.123 0.468 -0.439
O -5.124 2.120 0.817 0.154
C -3.626 1.692 -0.913 -0.132
C -4.433 0.726 -1.516 -0.003
C -4.100 0.277 -2.783 -0.072
C -3.000 0.759 -3.480 -0.069
C -2.216 1.746 -2.896 -0.058
C -2.545 2.196 -1.624 -0.026
C 0.081 -0.846 0.237 0.007
H -1.400 -3.050 -1.365 0.081
H 0.181 -3.876 -1.192 0.058
H -0.688 -3.409 0.238 0.081
H 1.276 -2.165 -2.622 0.112
H 2.465 -0.106 -2.647 0.107
H 3.582 1.655 -0.728 0.138
H 2.943 3.937 -0.269 0.082
H 1.247 3.603 -0.500 0.075
H 2.091 3.006 0.953 0.077
H 3.226 1.882 -3.050 0.070
H 2.620 3.480 -2.499 0.072
H 1.516 2.173 -2.836 0.073
H -0.317 3.033 1.661 0.140
H -0.434 2.466 0.017 0.088
H -2.145 0.512 1.858 0.077
H -5.299 0.337 -1.001 0.123
H -4.729 -0.476 -3.242 0.105
H -2.751 0.406 -4.471 0.105
H -1.344 2.172 -3.372 0.103
H -1.940 2.971 -1.172 0.112
H -0.572 -1.140 1.054 0.075
Cl -0.693 -0.937 3.727 0.621
C -0.791 -0.836 5.501 -0.647
C -1.832 0.158 5.946 -0.657
Cl -1.365 1.835 5.561 0.551
H 0.196 -0.578 5.878 0.069
H -1.050 -1.829 5.866 0.072
H -1.956 0.102 7.027 0.071
H -2.794 -0.037 5.478 0.070
Cl 2.711 -6.069 -0.689 0.539
C 4.077 -4.977 -1.039 -0.660
C 4.232 -3.905 0.008 -0.628
Cl 2.884 -2.737 -0.039 0.730
H 3.918 -4.548 -2.026 0.067
H 4.975 -5.593 -1.071 0.071
H 5.149 -3.346 -0.173 0.073
H 4.281 -4.330 1.008 0.067
```

charge: 0
E_HOMO: -8.5 eV
spin multiplicity: 1

C22H29Cl2F15O10 | ωB97M-V/def2-TZVPD

The geometry in XYZ format:
```
78
Properties=species:S:1:pos:R:3:lowdin_charge:R:1
C 20.312 5.382 -1.816 -0.048
C 19.924 6.544 -2.733 -0.189
O 19.600 6.114 -4.058 0.021
C 18.388 5.638 -4.277 -0.392
O 17.479 5.732 -3.508 0.153
C 18.230 5.032 -5.700 -0.555
F 19.400 5.016 -6.317 0.182
F 17.753 3.794 -5.553 0.173
F 17.355 5.726 -6.427 0.176
H 21.297 4.953 -2.018 0.080
H 19.555 4.604 -1.761 0.079
H 20.566 5.749 -0.816 0.083
H 20.825 7.137 -2.870 0.114
H 19.149 7.194 -2.333 0.111
C 21.489 8.399 -5.689 -0.057
C 22.211 9.316 -6.673 -0.198
O 22.254 8.708 -7.959 0.050
C 22.856 9.332 -8.952 -0.398
O 23.242 10.465 -8.915 0.174
C 22.992 8.494 -10.226 -0.548
F 22.192 8.983 -11.191 0.161
F 24.248 8.500 -10.649 0.184
F 22.599 7.229 -10.038 0.161
H 21.487 8.944 -4.740 0.058
H 22.065 7.525 -5.383 0.087
H 20.470 8.176 -5.997 0.070
H 23.166 9.502 -6.177 0.134
H 21.737 10.296 -6.718 0.127
C 15.730 6.392 -0.504 -0.052
C 15.512 7.562 -1.443 -0.188
O 14.844 8.668 -0.791 0.053
C 14.476 9.676 -1.550 -0.405
O 14.715 9.771 -2.721 0.150
C 13.625 10.740 -0.878 -0.539
F 14.293 11.867 -0.637 0.176
F 12.622 11.060 -1.718 0.158
F 13.053 10.307 0.252 0.168
H 16.135 5.616 -1.153 0.072
H 14.836 6.148 0.068 0.084
H 16.494 6.580 0.253 0.080
H 14.950 7.238 -2.315 0.135
H 16.501 7.943 -1.701 0.106
C 24.259 19.367 -0.004 -0.052
C 23.174 19.674 -1.029 -0.187
O 22.262 18.563 -1.197 0.027
C 22.202 17.943 -2.364 -0.401
O 22.762 18.208 -3.377 0.177
C 21.214 16.746 -2.289 -0.561
F 20.302 16.892 -1.309 0.119
F 20.547 16.629 -3.421 0.185
F 21.915 15.643 -2.025 0.162
H 24.842 18.533 -0.397 0.082
H 23.770 19.014 0.904 0.080
H 24.865 20.240 0.218 0.081
H 23.550 19.990 -1.999 0.120
H 22.499 20.430 -0.626 0.125
C 17.631 9.514 -4.652 -0.020
C 17.803 10.163 -3.259 -0.185
O 18.716 11.252 -3.372 0.037
C 19.985 10.991 -3.131 -0.399
O 20.390 9.933 -2.739 0.141
C 20.923 12.184 -3.314 -0.580
F 20.335 13.063 -4.130 0.164
F 21.181 12.753 -2.150 0.134
F 22.059 11.759 -3.868 0.175
H 16.881 8.728 -4.715 0.079
H 18.581 9.092 -4.990 0.056
H 17.372 10.291 -5.370 0.088
H 18.041 9.543 -2.395 0.111
H 16.812 10.529 -3.002 0.099
Cl 17.297 16.088 2.239 0.579
C 18.425 15.258 1.186 -0.707
C 17.813 15.099 -0.189 -0.658
Cl 18.913 14.151 -1.183 0.670
H 18.658 14.322 1.691 0.066
H 19.369 15.795 1.099 0.066
H 17.795 16.050 -0.715 0.064
H 16.835 14.631 -0.120 0.069
```

charge: 0
relative energy (zero: lowest compared OMol25 entry of this formula, charge and spin): 0.0 kcal/mol
E_HOMO: -10.8 eV
spin multiplicity: 1

C22H29ClCrNO8Se | ωB97M-V/def2-TZVPD

The geometry in XYZ format:
```
63
Properties=species:S:1:pos:R:3:mulliken_spin:R:1
Cr 0.441 -0.155 0.816 3.178
O 1.667 3.054 2.121 0.002
Cl 0.352 2.862 1.582 -0.003
O -0.593 3.754 2.154 0.000
O -0.095 1.449 1.976 0.001
O 0.360 2.907 0.144 0.008
C 2.981 -5.989 -1.788 0.000
O 1.864 -6.313 -0.977 0.001
C 1.241 -5.314 -0.308 0.001
C 0.227 -5.744 0.583 0.002
C -0.448 -4.807 1.297 0.002
C -0.183 -3.415 1.175 0.072
C -0.875 -2.488 2.008 0.027
C -1.909 -2.940 3.003 -0.001
O -0.679 -1.244 1.974 0.011
C 0.818 -2.995 0.254 -0.004
O 1.127 -1.756 0.019 -0.034
C 1.527 -3.979 -0.473 0.003
H 3.431 -6.936 -2.072 0.000
H 3.703 -5.389 -1.233 0.000
H 2.665 -5.451 -2.684 0.000
H 0.018 -6.799 0.671 0.001
H -1.218 -5.133 1.980 0.000
H -1.471 -3.618 3.736 0.002
H -2.716 -3.471 2.498 0.000
H -2.313 -2.069 3.508 -0.002
H 2.271 -3.628 -1.171 -0.001
C 2.105 0.902 -2.220 0.009
N 3.220 1.393 -1.417 0.009
C 4.342 2.036 -2.083 0.000
C 3.175 1.208 -0.103 -0.013
C 4.308 1.645 0.775 0.003
O 2.174 0.676 0.426 -0.041
H 2.329 1.093 -3.266 -0.001
H 1.184 1.409 -1.933 -0.003
H 1.965 -0.168 -2.061 0.003
H 3.973 2.537 -2.976 0.000
H 5.103 1.310 -2.377 0.000
H 4.793 2.786 -1.441 0.000
H 5.251 1.208 0.444 0.001
H 4.085 1.340 1.793 -0.003
H 4.401 2.731 0.757 0.000
C -4.492 4.987 0.476 0.001
C -3.782 3.720 0.087 -0.019
C -3.029 3.643 -1.075 0.011
C -2.305 2.506 -1.409 0.002
C -1.497 2.534 -2.676 -0.007
C -2.350 1.398 -0.553 0.029
Se -1.262 -0.132 -0.942 -0.227
C -3.167 1.424 0.586 -0.021
C -3.349 0.247 1.500 -0.007
C -3.854 2.594 0.891 0.010
H -4.503 5.704 -0.344 0.000
H -3.995 5.461 1.324 -0.002
H -5.523 4.791 0.771 -0.001
H -2.989 4.501 -1.736 0.000
H -1.896 3.288 -3.353 -0.001
H -1.495 1.574 -3.191 0.000
H -0.458 2.792 -2.470 0.000
H -3.095 -0.685 1.000 0.000
H -4.386 0.199 1.837 -0.001
H -2.708 0.335 2.381 -0.001
H -4.464 2.618 1.787 0.000
```

charge: 0
⟨S²⟩: 3.9142
relative energy (zero: lowest compared OMol25 entry of this formula, charge and spin): 6.4 kcal/mol
E_HOMO (spin up / spin down): -7.5 / -7.6 eV
spin multiplicity: 4